This record from OMol25 describes an isolated molecule of C4H11NS. The level of theory is ωB97M-V/def2-TZVPD.

Cartesian coordinates (Å):
C (0.10, 0.87, -0.07)
C (1.55, 1.26, 0.08)
S (1.95, 3.04, 0.31)
C (-0.29, -0.37, 0.77)
N (-1.37, -1.16, 0.23)
C (-1.04, -2.16, -0.77)
H (-0.58, 1.67, 0.24)
H (-0.15, 0.71, -1.12)
H (2.13, 0.90, -0.77)
H (2.02, 0.80, 0.95)
H (0.72, 3.49, 0.58)
H (0.55, -1.04, 0.89)
H (-0.57, -0.02, 1.77)
H (-2.18, -0.62, -0.04)
H (-1.48, -3.13, -0.50)
H (0.04, -2.32, -0.79)
H (-1.40, -1.93, -1.77)

Computed properties:
net charge = 0
energy above the lowest of the compared OMol25 structures with the same formula, charge and spin = 77.0 kJ/mol
DFT total energy = -16650.9956 eV
SMILES = CNCCCS
multiplicity = 1


This record from OMol25 describes a 2-piece molecular cluster, C5H7NO overall in a non-equilibrium geometry. The level of theory is ωB97M-V/def2-TZVPD.

Cartesian coordinates (Å):
C (0.51, -0.87, 2.21)
C (-1.02, 0.52, 0.77)
C (0.09, -0.20, 0.93)
C (-0.27, 0.73, -2.93)
O (-1.34, 0.95, -2.39)
C (0.98, -0.37, -0.19)
N (1.71, -0.53, -1.08)
H (0.55, -1.96, 2.08)
H (-0.19, -0.63, 3.01)
H (1.51, -0.54, 2.51)
H (-1.70, 0.66, 1.61)
H (-1.29, 0.98, -0.18)
H (0.63, 1.33, -2.71)
H (-0.15, -0.08, -3.66)

Computed properties:
net charge = 0
energy above the lowest of the compared OMol25 structures with the same formula, charge and spin = 180.1 kJ/mol
DFT total energy = -8834.3366 eV
SMILES = C=C(C)C#N.C=O
multiplicity = 1


This record from OMol25 describes a 2-piece molecular cluster, C2H2FNO2 overall in a non-equilibrium geometry. The level of theory is ωB97M-V/def2-TZVPD.

Cartesian coordinates (Å):
C (-0.80, -0.13, -0.65)
C (0.54, 0.07, -1.11)
N (-1.87, -0.20, -0.31)
O (1.42, 0.67, -0.63)
O (0.26, 0.46, 1.86)
F (-0.50, -0.65, 2.08)
H (0.65, -0.66, -1.96)
H (0.30, 0.44, 0.71)

Computed properties:
net charge = 0
energy above the lowest of the compared OMol25 structures with the same formula, charge and spin = 651.1 kJ/mol
DFT total energy = -10402.4352 eV
SMILES = N#CC=O.OF
multiplicity = 1


This record from OMol25 describes an isolated molecule of C2H5NS2 in a non-equilibrium geometry. The level of theory is ωB97M-V/def2-TZVPD.

Cartesian coordinates (Å):
C (1.34, 1.05, 0.11)
C (-0.10, -1.31, -0.08)
H (1.99, 1.74, -0.48)
H (0.28, 1.33, 0.17)
H (1.68, 0.76, 1.13)
H (0.26, -2.26, 0.30)
H (-3.15, 0.13, 0.23)
N (-1.36, -1.18, 0.07)
S (1.24, -0.55, -0.82)
S (-2.17, 0.29, -0.63)

Computed properties:
net charge = 0
energy above the lowest of the compared OMol25 structures with the same formula, charge and spin = 173.1 kJ/mol
DFT total energy = -25314.0320 eV
SMILES = CS/C=N\S
multiplicity = 1


This record from OMol25 describes a 8-piece molecular cluster, C31H58F4N8O10S overall in a non-equilibrium geometry. The level of theory is ωB97M-V/def2-TZVPD.

Cartesian coordinates (Å):
O (8.81, -2.48, -2.21)
S (7.55, -1.90, -1.85)
O (7.46, -1.35, -0.54)
O (7.20, -0.78, -2.93)
C (6.28, -1.17, -3.97)
C (6.41, -0.11, -5.10)
F (5.26, 0.54, -5.24)
F (7.35, 0.79, -4.82)
F (6.71, -0.66, -6.27)
C (6.54, -2.57, -4.48)
C (6.07, -3.68, -3.47)
C (6.92, -4.91, -3.72)
C (6.66, -5.64, -4.88)
C (7.46, -6.74, -5.14)
C (8.48, -7.10, -4.28)
N (8.72, -6.43, -3.15)
C (7.95, -5.37, -2.90)
C (6.17, -3.06, -2.07)
F (6.17, -3.96, -1.05)
H (5.27, -1.07, -3.58)
H (7.60, -2.73, -4.64)
H (6.03, -2.74, -5.42)
H (5.03, -3.89, -3.68)
H (5.87, -5.35, -5.56)
H (7.28, -7.34, -6.03)
H (9.11, -7.94, -4.49)
H (8.16, -4.84, -1.99)
H (5.28, -2.45, -1.94)
C (1.15, 0.20, -1.19)
C (2.44, -0.49, -1.53)
O (2.77, -0.75, -2.69)
N (3.25, -0.83, -0.51)
C (3.08, -0.62, 0.92)
H (0.60, 0.41, -2.11)
H (0.53, -0.44, -0.56)
H (1.35, 1.14, -0.67)
H (4.08, -1.29, -0.84)
H (3.89, -0.01, 1.30)
H (3.08, -1.58, 1.43)
H (2.14, -0.11, 1.12)
C (-0.78, 1.51, 3.33)
C (-0.31, 1.98, 1.97)
O (0.86, 2.28, 1.75)
N (-1.24, 2.06, 0.99)
C (-2.65, 1.74, 1.05)
H (0.08, 1.50, 4.00)
H (-1.53, 2.19, 3.74)
H (-1.20, 0.51, 3.26)
H (-0.86, 2.38, 0.11)
H (-2.86, 0.95, 0.34)
H (-3.24, 2.63, 0.79)
H (-2.94, 1.40, 2.04)
C (-2.19, -3.47, -1.22)
C (-2.31, -1.99, -0.93)
O (-1.81, -1.49, 0.07)
N (-3.01, -1.24, -1.81)
C (-3.67, -1.67, -3.04)
H (-1.61, -3.93, -0.43)
H (-3.17, -3.94, -1.26)
H (-1.67, -3.63, -2.17)
H (-3.05, -0.27, -1.56)
H (-3.23, -1.13, -3.89)
H (-4.72, -1.43, -2.99)
H (-3.55, -2.73, -3.21)
C (1.27, 7.42, 3.69)
C (0.05, 6.55, 3.47)
O (-0.92, 6.60, 4.21)
N (0.07, 5.71, 2.41)
C (1.12, 5.50, 1.43)
H (1.10, 8.03, 4.56)
H (2.15, 6.80, 3.85)
H (1.44, 8.07, 2.83)
H (-0.77, 5.16, 2.33)
H (0.73, 5.71, 0.43)
H (1.43, 4.45, 1.47)
H (1.97, 6.14, 1.62)
C (-6.04, -1.99, 2.84)
C (-4.62, -1.50, 2.66)
O (-4.36, -0.32, 2.48)
N (-3.63, -2.42, 2.72)
C (-3.74, -3.85, 2.93)
H (-6.71, -1.14, 2.77)
H (-6.30, -2.71, 2.06)
H (-6.16, -2.46, 3.81)
H (-2.70, -2.03, 2.58)
H (-3.18, -4.14, 3.82)
H (-3.32, -4.39, 2.08)
H (-4.78, -4.14, 3.05)
C (-1.62, 5.53, 6.88)
C (-1.43, 5.03, 8.29)
O (-1.05, 3.89, 8.53)
N (-1.69, 5.90, 9.30)
C (-2.15, 7.27, 9.20)
H (-1.37, 4.74, 6.18)
H (-2.66, 5.82, 6.71)
H (-0.97, 6.38, 6.68)
H (-1.55, 5.50, 10.22)
H (-1.43, 7.94, 9.68)
H (-3.11, 7.38, 9.71)
H (-2.26, 7.56, 8.17)
C (-8.25, -2.03, -5.75)
C (-7.62, -1.30, -4.58)
O (-6.43, -1.41, -4.32)
N (-8.42, -0.51, -3.83)
C (-9.84, -0.25, -3.99)
H (-7.49, -2.61, -6.24)
H (-9.04, -2.70, -5.40)
H (-8.67, -1.32, -6.46)
H (-7.94, -0.05, -3.07)
H (-10.01, 0.81, -4.15)
H (-10.38, -0.56, -3.09)
H (-10.24, -0.80, -4.84)

Computed properties:
net charge = 0
energy above the lowest of the compared OMol25 structures with the same formula, charge and spin = 0.0 kJ/mol
DFT total energy = -87191.1701 eV
SMILES = O=S1(=O)O[C@@H](C(F)(F)F)C[C@@H](c2cccnc2)[C@H]1F.CNC(C)=O.CNC(C)=O.CNC(C)=O.CNC(C)=O.CNC(C)=O.CNC(C)=O.CNC(C)=O
multiplicity = 1


This record from OMol25 describes a 9-piece molecular cluster, C16H52N17O14P2 overall in a non-equilibrium geometry. The level of theory is ωB97M-V/def2-TZVPD.

Cartesian coordinates (Å):
O (3.93, -1.28, 1.30)
P (3.76, -2.52, 0.45)
O (5.20, -2.81, -0.35)
O (3.55, -3.91, 1.36)
P (2.25, -2.31, -1.11)
C (0.91, -1.14, -0.53)
C (0.20, -1.58, 0.85)
C (0.68, -0.39, 1.76)
N (0.44, 0.78, 0.83)
C (1.22, 0.40, -0.41)
C (2.67, 0.96, -0.56)
O (2.63, 2.01, -1.54)
C (3.97, 2.35, -1.90)
O (4.25, 1.87, -3.20)
C (5.13, 0.75, -3.22)
C (4.56, -0.32, -4.22)
O (3.25, -0.68, -3.77)
H (5.49, -1.95, -0.70)
H (2.59, -3.99, 1.50)
H (1.62, -3.60, -1.20)
H (0.13, -1.19, -1.32)
H (0.67, -2.56, 1.06)
H (-0.90, -1.57, 0.66)
H (0.24, -0.31, 2.78)
H (1.78, -0.34, 1.90)
H (-0.57, 0.75, 0.63)
H (0.72, 1.67, 1.25)
H (0.66, 0.96, -1.20)
H (3.42, 0.20, -0.85)
H (2.94, 1.46, 0.40)
H (4.07, 3.46, -1.94)
H (4.72, 1.99, -1.14)
H (6.15, 1.08, -3.53)
H (5.25, 0.23, -2.24)
H (5.20, -1.23, -4.24)
H (4.52, 0.11, -5.24)
H (3.19, -1.63, -3.64)
C (-3.47, 0.39, 2.78)
O (-3.60, -0.01, 1.63)
N (-2.99, -0.40, 3.78)
N (-3.79, 1.65, 3.17)
H (-2.87, -0.09, 4.73)
H (-2.74, -1.35, 3.54)
H (-4.15, 2.27, 2.46)
H (-3.69, 1.99, 4.11)
C (0.86, 0.32, -6.91)
O (0.03, 0.44, -6.01)
N (2.16, -0.04, -6.66)
N (0.57, 0.53, -8.21)
H (2.85, -0.15, -7.38)
H (2.41, -0.21, -5.70)
H (-0.37, 0.79, -8.44)
H (1.23, 0.43, -8.95)
C (3.13, -3.73, -7.85)
O (2.97, -3.02, -8.84)
N (3.80, -4.91, -7.90)
N (2.65, -3.38, -6.63)
H (3.94, -5.50, -7.11)
H (4.16, -5.19, -8.80)
H (2.15, -2.51, -6.56)
H (2.77, -3.94, -5.80)
C (-3.54, 0.13, 7.57)
O (-3.48, 0.81, 6.54)
N (-3.01, -1.12, 7.65)
N (-4.14, 0.57, 8.70)
H (-3.06, -1.69, 8.48)
H (-2.56, -1.48, 6.83)
H (-4.55, 1.49, 8.68)
H (-4.20, 0.03, 9.54)
C (-3.18, 4.33, 8.58)
O (-4.27, 4.05, 9.06)
N (-2.06, 3.60, 8.82)
N (-2.99, 5.40, 7.75)
H (-1.16, 3.81, 8.44)
H (-2.16, 2.80, 9.42)
H (-3.79, 5.97, 7.55)
H (-2.11, 5.65, 7.35)
C (-0.86, -0.59, -11.56)
O (-0.87, 0.07, -10.53)
N (0.13, -1.47, -11.86)
N (-1.85, -0.49, -12.50)
H (0.16, -2.02, -12.69)
H (0.87, -1.57, -11.19)
H (-2.59, 0.15, -12.31)
H (-1.86, -1.02, -13.35)
C (-6.17, -2.50, 6.13)
O (-5.95, -2.88, 7.27)
N (-5.49, -1.47, 5.55)
N (-7.12, -3.08, 5.34)
H (-5.66, -1.14, 4.62)
H (-4.79, -1.02, 6.11)
H (-7.64, -3.84, 5.74)
H (-7.32, -2.79, 4.41)
C (-0.05, 3.74, 5.82)
O (0.17, 3.36, 6.96)
N (0.63, 4.78, 5.25)
N (-1.00, 3.16, 5.04)
H (0.46, 5.11, 4.32)
H (1.33, 5.23, 5.81)
H (-1.52, 2.40, 5.44)
H (-1.21, 3.46, 4.10)

Computed properties:
net charge = +1
DFT total energy = -90012.5767 eV
multiplicity = 1


Number 1: LUMO energy 1.06 eV, orbital gap 0.3529 Ha, E_HOMO -8.5399 eV. Number 2: LUMO energy 0.71 eV, orbital gap 0.3976 Ha, E_HOMO -10.1140 eV. Number 3: LUMO energy -1.61 eV, orbital gap 0.3424 Ha, E_HOMO -10.9240 eV. Number 4: LUMO energy 0.42 eV, orbital gap 0.3425 Ha, E_HOMO -8.9034 eV. Number 5: LUMO energy 0.28 eV, orbital gap 0.3428 Ha, E_HOMO -9.0514 eV. Number 6: LUMO energy -2.95 eV, orbital gap 0.2852 Ha, E_HOMO -10.7050 eV.